No. 1
C2H3F4GdNO5S2 as an isolated structure at a distorted geometry, computed with ωB97M-V/def2-TZVPD.

Structure (XYZ):
```
18
Properties=species:S:1:pos:R:3
N 1.305 1.600 0.050
S -0.150 1.447 -0.828
O -0.870 2.784 -0.709
O 0.184 1.064 -2.226
S 1.721 0.457 1.018
O 0.488 -0.281 1.511
O 2.785 0.979 1.871
C 2.592 -1.063 0.340
F 1.858 -1.629 -0.604
F 3.754 -0.728 -0.193
F 2.803 -1.944 1.303
Gd -1.677 -0.262 0.970
F -3.707 -1.271 0.409
C -2.979 -2.387 -1.581
O -3.021 -1.103 -0.985
H -3.990 -2.676 -1.882
H -2.366 -2.216 -2.479
H -2.475 -3.107 -0.929
```

Values from the calculation:
- Charge: +1
- Expectation value of S²: 16.521
- Total energy: -67211.4173 eV
- Multiplicity: 8
- E_HOMO (alpha / beta): -13.904 / -13.247 eV
- Kohn-Sham gap (alpha / beta): 6.27 / 5.57 eV

No. 2
C2H3HoO2 as an isolated structure at a distorted geometry, computed with ωB97M-V/def2-TZVPD.

Structure (XYZ):
```
8
Properties=species:S:1:pos:R:3
O 0.826 2.917 -0.500
Ho -0.224 1.225 -1.261
O -0.572 3.291 -0.952
C 0.119 -1.385 0.951
C -0.254 -1.040 -0.301
H 0.297 -2.426 1.264
H 0.082 -0.673 1.785
H -0.273 -1.909 -0.985
```

Values from the calculation:
- Expectation value of S²: 6.006
- Total energy: -32010.6458 eV
- Multiplicity: 5
- E_HOMO (alpha / beta): -8.333 / -8.389 eV
- Kohn-Sham gap (alpha / beta): 6.76 / 6.90 eV

No. 3
One molecule with the formula C9H17OP at a distorted geometry, computed with ωB97M-V/def2-TZVPD.

Structure (XYZ):
```
28
Properties=species:S:1:pos:R:3
C 1.290 1.481 -0.760
C 1.568 -0.072 -0.778
C -0.724 0.316 -1.305
C -0.209 1.630 -0.581
C -0.563 1.347 0.928
C 0.221 -0.757 -0.590
C 0.910 -3.306 -0.716
C -2.090 2.027 2.659
C 0.075 -2.169 -1.267
O -1.824 1.924 1.317
P -0.448 -0.774 1.211
H 1.857 1.989 0.060
H 1.538 1.963 -1.680
H 1.995 -0.287 -1.694
H 2.159 -0.520 0.176
H -1.768 0.244 -1.193
H -0.466 0.293 -2.325
H -0.573 2.587 -0.974
H 0.264 1.697 1.464
H 1.880 -3.242 -1.133
H 0.577 -4.420 -1.014
H 0.998 -3.237 0.293
H -1.390 2.655 3.378
H -1.885 1.031 3.156
H -3.097 2.410 2.976
H -1.005 -2.419 -1.104
H 0.041 -2.136 -2.405
H 0.669 -0.258 1.900
```

Values from the calculation:
- Relative energy (zero: lowest compared OMol25 entry of this formula, charge and spin): 21.96 kJ/mol
- Total energy: -20941.9901 eV
- SMILES string: CC[C@@]12CC[C@@H](C1)[C@@H](OC)P2
- E_HOMO: -8.810 eV
- Kohn-Sham gap: 9.75 eV

No. 4
C42H50AsBBrCdIN9O7PS4 as an isolated structure at a distorted geometry, computed with ωB97M-V/def2-TZVPD.

Structure (XYZ):
```
118
Properties=species:S:1:pos:R:3
Cd 1.074 -0.623 -0.258
C 4.025 1.703 -0.342
O 2.693 1.809 -0.812
C 2.243 3.040 -1.145
C 3.025 4.195 -1.184
C 2.436 5.379 -1.609
Br 3.542 6.923 -1.759
C 1.109 5.497 -1.923
C 0.294 4.355 -1.829
C 0.894 3.125 -1.508
O 0.179 1.943 -1.551
C -1.124 4.475 -2.023
N -1.729 5.429 -2.706
C -3.064 5.196 -2.580
C -4.158 5.884 -3.105
C -5.422 5.419 -2.791
C -5.617 4.300 -1.984
C -4.547 3.594 -1.453
C -3.280 4.051 -1.767
N -2.031 3.604 -1.438
H 4.740 2.072 -1.086
H 4.200 0.640 -0.182
H 4.149 2.240 0.604
H 4.067 4.176 -0.916
H 0.662 6.433 -2.217
H -0.426 1.973 -2.304
H -4.012 6.753 -3.728
H -6.288 5.938 -3.181
H -6.625 3.979 -1.759
H -4.695 2.724 -0.830
H -1.805 2.871 -0.784
S 6.170 -0.521 4.874
As 5.688 0.472 3.063
S 4.748 -1.164 1.577
S 2.701 -1.223 1.746
S 4.247 1.990 3.415
I 5.528 -4.798 -3.701
C 4.432 -3.530 -2.448
C 3.980 -3.835 -1.182
N 3.321 -2.754 -0.762
N 3.346 -1.770 -1.652
C 4.010 -2.222 -2.699
H 4.087 -4.720 -0.588
H 2.955 -2.525 0.189
H 4.162 -1.624 -3.576
O -1.632 -0.900 -1.778
B -1.015 -0.419 -0.623
O -2.005 0.113 0.209
C -3.193 -0.090 -0.402
C -4.472 0.202 0.026
C -5.516 -0.132 -0.826
C -5.285 -0.733 -2.054
C -4.001 -1.036 -2.487
C -2.961 -0.708 -1.640
H -4.646 0.659 0.988
H -6.531 0.084 -0.526
H -6.124 -0.980 -2.689
H -3.812 -1.515 -3.435
O 1.757 -1.356 -8.351
C 0.388 -1.600 -8.194
N 0.058 -2.347 -7.007
C 0.451 -1.758 -5.794
O 0.982 -0.641 -5.803
C 0.173 -2.520 -4.598
C -0.637 -3.679 -4.545
C -0.798 -4.315 -3.334
C -0.143 -3.820 -2.211
N 0.611 -2.711 -2.236
C 0.735 -2.085 -3.384
H 2.010 -0.865 -7.549
H 0.055 -2.157 -9.073
H -0.166 -0.650 -8.129
H 0.199 -3.344 -7.061
H -1.149 -4.034 -5.428
H -1.426 -5.192 -3.248
H -0.235 -4.305 -1.248
H 1.325 -1.175 -3.388
O -0.176 -1.568 2.063
P -0.047 -1.049 3.440
N 0.990 -1.934 4.434
C 1.453 -3.241 3.969
C 2.912 -3.342 4.406
C 2.979 -2.413 5.612
C 2.053 -1.279 5.197
N 0.170 0.590 3.533
C -0.090 1.338 4.758
C 0.643 2.665 4.572
C 0.656 2.836 3.055
C 0.919 1.412 2.585
N -1.518 -1.123 4.326
C -1.861 -2.322 5.051
C -2.559 -3.222 4.023
C -3.270 -2.219 3.102
C -2.686 -0.848 3.511
H 1.329 -3.327 2.885
H 0.855 -4.031 4.451
H 3.571 -2.959 3.631
H 3.200 -4.367 4.639
H 3.990 -2.053 5.802
H 2.588 -2.909 6.503
H 2.606 -0.552 4.593
H 1.627 -0.760 6.060
H 0.247 0.801 5.646
H -1.173 1.499 4.854
H 1.672 2.594 4.925
H 0.144 3.484 5.088
H 1.439 3.516 2.726
H -0.314 3.192 2.696
H 1.998 1.219 2.646
H 0.570 1.226 1.561
H -2.562 -2.046 5.853
H -0.972 -2.767 5.492
H -3.243 -3.934 4.486
H -1.796 -3.768 3.468
H -4.353 -2.241 3.240
H -3.051 -2.427 2.056
H -3.415 -0.299 4.123
H -2.405 -0.242 2.651
```

Values from the calculation:
- Relative energy (zero: lowest compared OMol25 entry of this formula, charge and spin): 220.54 kJ/mol
- Charge: -2
- Total energy: -268968.7217 eV
- E_HOMO: -0.055 eV
- Kohn-Sham gap: 2.85 eV

No. 5
A 3-piece molecular cluster, C20H47ClN5O2 overall at a distorted geometry, computed with ωB97M-V/def2-TZVPD.

Structure (XYZ):
```
75
Properties=species:S:1:pos:R:3
C -1.363 0.212 -0.999
C -0.790 -0.840 -1.892
O -0.925 -1.960 -1.667
O -0.082 -0.518 -3.049
C -0.876 0.025 -4.081
N -0.393 1.324 -4.560
C -0.741 2.442 -3.866
N -1.974 2.993 -4.120
N 0.089 2.951 -3.031
Cl -0.404 4.363 -2.220
C 1.429 2.433 -2.676
C 2.554 2.824 -3.619
C 2.588 2.045 -4.926
C 2.656 4.336 -3.855
H -0.603 0.697 -0.413
H -1.928 0.965 -1.527
H -2.018 -0.282 -0.315
H -0.735 -0.640 -4.908
H -1.930 -0.014 -3.837
H -0.636 1.447 -5.532
H -1.905 3.961 -4.402
H -2.610 2.874 -3.343
H 1.422 1.377 -2.511
H 1.663 2.871 -1.727
H 3.459 2.557 -3.103
H 1.828 2.444 -5.575
H 2.267 1.044 -4.714
H 3.556 2.062 -5.381
H 3.263 4.748 -3.073
H 1.699 4.819 -3.929
H 3.192 4.475 -4.772
C 1.585 -2.786 0.024
C 2.126 -4.210 -0.074
N 2.017 -4.961 1.156
C 2.815 -6.175 1.170
C 2.471 -7.275 0.160
C 0.680 -5.078 1.704
C -0.414 -5.679 0.812
H 2.038 -2.251 0.862
H 1.826 -2.245 -0.894
H 0.503 -2.763 0.142
H 3.185 -4.139 -0.334
H 1.631 -4.722 -0.915
H 2.792 -6.597 2.177
H 3.858 -5.884 1.011
H 1.547 -7.791 0.418
H 3.263 -8.025 0.154
H 2.383 -6.889 -0.856
H 0.353 -4.087 2.007
H 0.732 -5.644 2.636
H -0.434 -5.227 -0.181
H -1.391 -5.503 1.267
H -0.307 -6.756 0.698
C -1.390 0.198 4.326
C -1.059 1.646 4.028
N -2.135 2.345 3.357
C -1.728 3.607 2.785
C -1.245 4.707 3.737
C -3.417 2.341 4.044
C -3.467 2.885 5.476
H -1.723 -0.318 3.424
H -0.504 -0.312 4.700
H -2.166 0.103 5.086
H -0.183 1.659 3.372
H -0.756 2.144 4.961
H -2.548 4.000 2.177
H -0.919 3.400 2.071
H -2.066 5.144 4.302
H -0.790 5.516 3.161
H -0.492 4.344 4.436
H -3.786 1.312 4.062
H -4.144 2.879 3.431
H -2.682 2.465 6.105
H -4.423 2.619 5.931
H -3.391 3.970 5.508
```

Values from the calculation:
- Charge: +1
- Total energy: -45561.1010 eV
- E_HOMO: -9.511 eV
- Kohn-Sham gap: 5.20 eV

No. 6
One molecule with the formula C4H5NOS at a distorted geometry, computed with ωB97M-V/def2-TZVPD.

Structure (XYZ):
```
12
Properties=species:S:1:pos:R:3
C 1.129 -0.063 0.144
C 0.768 1.201 0.025
C -0.560 1.364 0.042
C -0.987 0.138 0.092
H 2.413 -1.442 -0.254
H 1.603 1.896 -0.259
H -1.286 2.033 -0.036
H -2.766 -1.554 -0.023
H -0.127 -1.872 0.421
N -0.003 -0.910 0.107
O 2.532 -0.561 -0.164
S -2.716 -0.231 -0.093
```

Values from the calculation:
- Relative energy (zero: lowest compared OMol25 entry of this formula, charge and spin): 265.10 kJ/mol
- Total energy: -18599.1713 eV
- SMILES string: Oc1ccc(S)[nH]1
- E_HOMO: -7.712 eV
- Kohn-Sham gap: 8.25 eV

No. 7
C17H13ClN2O2W as an isolated structure at a distorted geometry, computed with ωB97M-V/def2-TZVPD.

Structure (XYZ):
```
36
Properties=species:S:1:pos:R:3
W -0.588 1.367 -0.251
Cl 5.215 -0.329 -4.386
C 3.864 0.318 -3.551
C 3.431 1.620 -3.828
C 2.347 2.170 -3.168
C 1.674 1.429 -2.214
O 0.596 2.006 -1.597
C 2.091 0.101 -1.923
C 1.453 -0.733 -0.966
N 0.401 -0.410 -0.253
C -0.169 -1.269 0.741
C 0.454 -2.263 1.445
C -0.272 -2.983 2.420
C -1.594 -2.721 2.667
C -2.264 -1.712 1.935
C -3.658 -1.469 1.988
C -4.235 -0.548 1.141
C -3.429 0.188 0.269
N -2.114 0.001 0.203
C -1.525 -0.960 1.018
C 3.202 -0.434 -2.612
H 3.957 2.201 -4.575
H 2.016 3.176 -3.385
H 1.876 -1.721 -0.804
H 1.494 -2.511 1.277
H 0.237 -3.761 2.971
H -2.143 -3.288 3.407
H -4.275 -2.027 2.682
H -5.301 -0.373 1.148
H -3.850 0.939 -0.388
H 3.532 -1.443 -2.400
C -0.510 3.160 2.241
O -0.184 2.017 1.392
H -0.272 2.860 3.257
H -1.567 3.400 2.156
H 0.109 4.002 1.943
```

Values from the calculation:
- Relative energy (zero: lowest compared OMol25 entry of this formula, charge and spin): 13.15 kJ/mol
- Charge: +2
- Expectation value of S²: 2.012
- Total energy: -39247.7567 eV
- Multiplicity: 3
- E_HOMO (alpha / beta): -14.782 / -14.809 eV
- Kohn-Sham gap (alpha / beta): 7.00 / 6.55 eV

No. 8
A 12-piece molecular cluster, C19H52BN12O19 overall at a distorted geometry, computed with ωB97M-V/def2-TZVPD.

Structure (XYZ):
```
103
Properties=species:S:1:pos:R:3
O 0.845 1.317 4.640
C 0.529 0.973 3.517
O 0.823 -0.293 3.082
B 0.328 -0.410 1.671
O -0.127 0.962 1.275
C -0.066 1.774 2.317
O -0.405 2.956 2.383
O -0.733 -1.444 1.492
C -0.384 -2.290 0.593
O -1.043 -3.269 0.286
C 1.062 -1.850 0.136
O 1.404 -0.779 0.758
O 1.710 -2.601 -0.629
O -2.426 -5.374 1.756
H -2.125 -4.652 1.205
H -3.237 -5.054 2.151
O 2.896 1.551 7.179
H 2.142 1.480 7.765
H 2.545 1.354 6.311
C -1.515 4.264 -0.801
O -1.110 5.255 -1.398
N -1.237 3.022 -1.140
N -2.312 4.310 0.292
H -1.232 2.462 -0.300
H -0.540 2.877 -1.856
H -2.392 3.481 0.863
H -2.640 5.209 0.616
C 1.324 6.694 1.229
O 0.427 7.461 1.279
N 1.215 5.431 0.751
N 2.419 6.866 1.913
H 2.069 4.902 0.645
H 0.284 5.087 0.564
H 3.136 6.160 1.992
H 2.576 7.852 2.066
C -1.432 -5.129 -2.917
O -1.123 -5.626 -4.026
N -2.308 -5.751 -2.198
N -0.829 -4.162 -2.276
H -2.537 -5.289 -1.329
H -2.759 -6.572 -2.575
H -0.038 -4.086 -2.899
H -0.769 -4.207 -1.269
C -4.533 -3.233 2.136
O -4.363 -3.168 0.934
N -3.806 -2.491 2.927
N -5.156 -4.118 2.828
H -3.240 -1.723 2.597
H -3.996 -2.597 3.913
H -5.310 -3.941 3.810
H -5.602 -4.903 2.375
C 1.972 5.259 5.253
O 2.624 6.182 5.611
N 1.007 5.308 4.381
N 2.171 4.057 5.677
H 0.502 4.465 4.145
H 0.717 6.150 3.906
H 1.834 3.266 5.147
H 2.764 3.912 6.482
C -4.168 1.165 1.781
O -3.895 1.033 2.961
N -3.501 0.534 0.828
N -5.188 1.878 1.307
H -2.761 -0.149 0.907
H -4.029 0.679 -0.021
H -5.353 1.808 0.313
H -5.893 2.249 1.928
C 2.325 1.615 -1.628
C 3.862 1.310 -1.733
C 4.231 0.086 -2.544
O 4.470 2.453 -2.270
H 1.754 0.782 -1.219
H 1.962 1.755 -2.646
H 2.099 2.462 -0.981
H 4.199 1.108 -0.716
H 4.221 0.398 -3.589
H 3.443 -0.661 -2.441
H 5.230 -0.348 -2.515
H 5.347 2.226 -2.589
C -0.211 0.034 -3.104
C -1.448 -0.825 -3.549
C -2.677 -1.005 -2.602
O -1.846 -0.241 -4.784
H 0.423 -0.112 -3.978
H 0.288 -0.457 -2.268
H -0.363 1.110 -3.020
H -1.149 -1.868 -3.657
H -3.530 -1.578 -2.965
H -3.031 -0.042 -2.234
H -2.286 -1.453 -1.689
H -1.058 -0.278 -5.331
C 2.908 -5.050 -4.784
C 2.826 -4.588 -3.375
C 4.164 -3.969 -2.940
O 1.805 -3.654 -3.236
H 2.093 -5.757 -4.943
H 3.838 -5.617 -4.811
H 3.014 -4.198 -5.456
H 2.546 -5.385 -2.686
H 4.194 -3.432 -1.992
H 4.544 -3.241 -3.657
H 4.862 -4.806 -2.949
H 1.737 -3.262 -2.362
```

Values from the calculation:
- Charge: -1
- Total energy: -78018.3184 eV
- E_HOMO: -7.150 eV
- Kohn-Sham gap: 8.71 eV